11
Properties=species:S:1:pos:R:3:forces:R:3:mulliken_charge:R:1 method="wB97M-V/def2-TZVPD" homo_ev=-8.723 charge=0 orbital_gap_ev=8.159 spin_multiplicity=1
K -3.760194 -2.053670 0.177820 0.50 0.24 0.08 0.939
O -2.752660 -2.873807 2.539944 3.71 2.01 -2.68 -0.752
H -2.362221 -3.589014 3.045881 0.06 -0.10 0.09 0.287
H -1.781202 -2.401990 1.966405 -3.43 -1.44 1.98 0.489
S -0.586132 -0.618522 -0.414320 -2.23 -1.47 1.54 0.534
O -0.783126 -1.628798 0.760599 0.43 0.81 -1.15 -0.752
O -1.975962 -0.371123 -0.980178 1.06 -0.07 0.17 -0.730
C -0.328728 0.958404 0.591310 -0.40 -0.78 -0.49 0.687
F 0.956435 1.080486 0.897590 0.49 0.15 0.20 -0.242
F -0.702810 2.001670 -0.139994 0.02 0.48 -0.09 -0.235
F -1.041540 0.937474 1.707073 -0.19 0.16 0.36 -0.224

19
Properties=species:S:1:pos:R:3:forces:R:3:mulliken_charge:R:1 method="wB97M-V/def2-TZVPD" homo_ev=-9.409 charge=0 orbital_gap_ev=5.394 spin_multiplicity=1
O -0.909247 -0.087246 -1.165963 2.55 0.15 2.20 -0.488
C -0.617332 0.667496 -0.123359 -1.93 -0.14 -4.19 0.021
C 0.538506 0.444446 0.651182 0.04 -2.05 0.86 -0.209
N 1.245496 -0.709014 0.504513 -1.68 4.88 -0.97 -0.053
C 2.706697 -0.634034 0.830415 3.30 -0.33 -1.18 -0.212
O 3.294017 -0.367726 -0.342338 -1.59 0.02 0.00 -0.559
H -1.269927 1.550994 -0.071908 0.42 -0.36 0.99 0.590
H 2.589781 -0.657697 -3.493316 -0.06 -0.01 -0.14 0.201
H 0.574750 1.147601 1.471966 0.95 -0.27 0.26 0.371
H 1.063024 -0.935700 -0.489121 0.36 -1.31 0.20 0.305
H 2.998203 -1.630790 1.135734 -0.14 -0.26 1.01 0.270
H 2.995789 0.198970 1.497493 -1.07 -0.58 0.67 0.285
H 2.691165 -0.671350 -2.760445 0.07 0.02 0.13 -0.216
H -1.881513 -0.359249 -1.220583 -2.01 0.29 0.78 0.434
H -3.791924 -1.123597 0.036115 0.21 0.08 -0.17 0.224
O -3.240005 -0.407154 -0.292298 0.84 -0.14 -0.77 -0.921
H -3.247552 1.654805 2.003414 -0.26 -0.48 -0.18 0.230
H -2.989843 0.523519 0.602216 -1.07 0.05 0.56 0.449
O -2.750084 1.395727 1.226276 1.06 0.45 -0.06 -0.725

96
Properties=species:S:1:pos:R:3:forces:R:3:mulliken_spin:R:1 method="wB97M-V/def2-TZVPD" homo_ev="-1.164 / -1.300" charge=-2 orbital_gap_ev="5.486 / 5.622" spin_multiplicity=4
Co -0.895035 -0.125729 -0.590604 0.31 -0.37 -0.13 2.818
Cl -3.260050 -1.355680 -2.880465 0.04 -0.07 -0.10 0.003
C -2.040738 -1.506443 -4.104306 -0.23 -0.13 0.06 0.012
C -2.161517 -2.541420 -5.017167 0.07 0.09 0.01 -0.002
C -1.228219 -2.684639 -6.035305 0.01 0.09 0.08 0.005
C -0.183719 -1.776473 -6.115157 -0.03 -0.11 -0.05 -0.002
C -0.081551 -0.759546 -5.181343 0.21 0.05 -0.11 0.000
Cl 1.291023 0.318140 -5.363352 -0.10 -0.02 0.02 0.000
C -0.989629 -0.566146 -4.130726 -0.06 -0.09 0.19 0.002
S -0.855127 0.707458 -2.966351 0.10 0.26 0.07 0.030
H -2.992527 -3.224926 -4.915652 -0.03 -0.03 -0.01 0.000
H -1.312983 -3.491986 -6.751181 0.01 -0.01 -0.01 0.001
H 0.568160 -1.853071 -6.889200 0.00 -0.01 -0.01 0.000
O -2.305214 -2.540099 0.934081 0.16 0.15 -0.17 -0.030
B -1.216118 -2.157049 0.074024 -0.21 0.01 0.03 0.058
O -0.355038 -3.315642 0.023123 -0.07 0.10 -0.04 0.002
C -0.904288 -4.278226 0.798738 0.11 -0.07 -0.06 0.004
C -0.440554 -5.546966 1.060900 -0.05 -0.05 0.04 0.000
C -1.212149 -6.345086 1.912675 0.01 0.01 -0.01 0.001
C -2.395485 -5.870248 2.464351 0.01 0.03 -0.02 0.000
C -2.856503 -4.579082 2.187203 0.02 -0.12 0.02 0.000
C -2.088423 -3.802596 1.349242 -0.12 -0.02 0.10 -0.003
H 0.482180 -5.901910 0.621423 0.02 -0.01 0.00 0.000
H -0.879239 -7.348980 2.146266 0.00 -0.02 0.00 0.000
H -2.971999 -6.510365 3.120450 -0.01 -0.02 0.02 0.000
H -3.777821 -4.196255 2.603570 -0.03 0.02 0.02 0.000
Br -4.196773 -0.393619 3.211889 0.01 0.02 0.05 0.000
C -4.731290 1.283787 2.502429 0.04 0.00 -0.04 0.003
C -5.287861 2.227284 3.352990 0.00 -0.02 0.04 -0.001
C -5.677698 3.458005 2.848462 0.02 -0.01 -0.05 0.001
C -5.508529 3.729902 1.495615 0.00 -0.01 0.03 -0.001
C -4.945343 2.776423 0.663798 0.02 -0.07 0.00 0.001
C -4.537659 1.535534 1.153015 -0.06 0.07 0.14 0.004
C -3.890890 0.529220 0.211675 -0.08 -0.03 -0.35 -0.017
O -4.635335 -0.248110 -0.376953 -0.04 -0.04 0.08 0.000
O -2.642418 0.693368 0.117238 0.15 0.18 0.15 0.047
H -5.402211 1.995270 4.403278 -0.01 0.00 0.02 0.000
H -6.106528 4.199967 3.510134 -0.01 0.01 0.01 0.000
H -5.808094 4.688818 1.090299 -0.01 0.01 0.00 0.000
H -4.803807 2.981773 -0.390135 0.00 0.01 -0.02 0.001
C 3.680718 2.312148 3.870193 0.00 0.01 0.02 0.000
C 2.357255 1.943629 3.242881 0.03 0.00 0.02 -0.002
C 1.170401 2.399735 3.795203 -0.02 -0.04 -0.04 0.002
C -0.035373 2.025723 3.185704 0.01 0.03 0.02 0.014
C -1.353201 2.489255 3.756578 -0.02 0.02 0.03 0.001
C -0.032628 1.236530 2.059120 -0.16 0.11 0.14 0.041
C 1.157076 0.780302 1.422669 0.04 0.10 0.04 -0.026
C 2.354244 1.155572 2.098454 0.13 0.02 0.00 -0.002
N 1.043379 0.102617 0.261388 -0.13 -0.03 -0.12 0.039
C 2.216505 -0.526472 -0.344829 0.00 -0.06 -0.02 -0.028
C 2.875771 -1.553584 0.601014 -0.02 -0.10 0.03 -0.010
C 4.064080 -2.244895 -0.073637 0.00 0.00 -0.02 -0.001
C 3.573705 -3.020965 -1.298040 -0.02 -0.04 0.02 0.000
C 2.919236 -2.044124 -2.275249 0.04 0.02 0.00 0.006
C 3.957251 -1.021391 -2.736006 0.04 0.01 -0.03 0.000
C 4.446562 -0.230859 -1.521678 0.00 -0.03 0.01 0.000
C 5.086305 -1.190657 -0.512364 0.03 0.02 0.03 0.001
C 3.259407 0.486204 -0.869276 0.05 0.08 -0.03 -0.017
C 1.762266 -1.319815 -1.586318 -0.05 0.10 -0.03 0.020
H 3.531981 2.881031 4.789612 0.00 0.01 0.02 0.000
H 4.287333 2.921055 3.194331 0.00 0.00 -0.02 0.000
H 4.266446 1.422591 4.115397 0.00 -0.02 0.00 0.000
H 1.172215 3.020300 4.685612 0.00 0.01 0.02 0.000
H -1.198917 3.126544 4.630284 -0.01 0.01 0.01 0.000
H -1.974419 1.643992 4.058108 -0.01 -0.04 0.00 0.000
H -1.928714 3.054411 3.019288 -0.01 0.00 -0.02 0.000
H -0.998129 0.982163 1.635422 0.08 -0.04 -0.06 -0.005
H 3.319134 0.848006 1.719987 -0.09 0.04 0.09 0.001
H 2.106277 -2.288585 0.860791 0.01 0.01 -0.01 0.002
H 3.201478 -1.095331 1.535731 -0.02 -0.02 -0.05 -0.001
H 4.532576 -2.935686 0.637760 0.01 0.00 -0.01 0.000
H 2.846579 -3.776648 -0.984881 -0.01 0.00 0.00 0.000
H 4.408657 -3.542963 -1.783362 0.02 0.00 0.00 0.000
H 2.528973 -2.587420 -3.142564 0.00 0.00 0.01 0.000
H 3.506872 -0.343435 -3.466046 0.00 0.00 0.00 0.000
H 4.799034 -1.526960 -3.226925 0.02 -0.01 0.00 0.000
H 5.188577 0.510596 -1.841669 0.00 0.01 0.01 0.000
H 5.438383 -0.630765 0.362221 0.00 0.00 0.01 0.000
H 5.961158 -1.677656 -0.960505 0.01 -0.01 -0.02 0.000
H 2.758230 1.117518 -1.609682 -0.01 0.00 -0.02 0.002
H 3.619146 1.145851 -0.078019 0.00 -0.01 -0.09 0.001
H 1.005855 -2.041486 -1.289936 -0.06 -0.07 0.03 0.001
H 1.293980 -0.627747 -2.290691 0.03 0.02 0.02 0.007
C -0.992436 4.745516 -0.879328 -0.08 0.05 -0.01 -0.001
C 0.426649 4.513497 -0.366742 0.12 0.04 0.06 0.002
C 0.696272 3.106802 -0.867102 -0.12 -0.12 -0.12 0.001
O -0.528503 2.422641 -0.634462 0.05 0.28 -0.03 0.015
C -1.607911 3.339510 -0.831925 -0.03 -0.19 0.08 0.001
H -0.965370 5.119468 -1.905490 0.01 -0.01 -0.01 0.000
H -1.555434 5.459569 -0.275643 -0.01 -0.01 -0.01 0.000
H 0.456274 4.509718 0.725827 -0.02 0.01 -0.01 0.000
H 1.145931 5.247899 -0.735673 0.00 -0.01 0.00 0.000
H 1.480041 2.581826 -0.332360 0.03 -0.04 0.07 -0.001
H 0.921835 3.094572 -1.943548 0.04 0.02 0.01 0.001
H -2.288637 3.204922 0.008244 -0.02 0.03 -0.03 -0.002
H -2.127380 3.071075 -1.756840 -0.04 0.05 0.03 0.000

13
Properties=species:S:1:pos:R:3:forces:R:3:mulliken_charge:R:1 method="wB97M-V/def2-TZVPD" homo_ev=-8.697 charge=0 orbital_gap_ev=9.539 spin_multiplicity=1
C 0.735447 -1.352137 -0.105701 4.14 1.44 -0.24 0.259
C -0.396100 -1.824982 -0.192060 -3.14 -0.71 -0.20 -0.943
C 1.752214 -0.400951 -0.640978 -2.48 0.94 -1.83 -0.369
C 0.610449 0.691773 -0.662980 1.13 -0.73 3.42 -0.141
C -0.699628 -0.241260 -0.130837 1.64 0.79 1.35 0.888
C -1.553249 0.286051 1.038486 1.46 0.40 -1.08 -1.135
O -0.507606 0.415568 -1.336111 -2.41 -0.04 -2.02 -0.406
H 2.492026 0.044360 -0.024991 0.94 -0.42 0.63 0.301
H 2.029300 -0.557264 -1.709372 0.31 -0.45 1.03 0.245
H 0.856892 1.698598 -0.223820 -0.71 -1.04 -0.67 0.342
H -1.365592 -0.220926 1.977818 0.91 0.09 0.04 0.284
H -2.580370 0.099035 0.942075 -1.60 -0.19 -0.90 0.343
H -1.373784 1.362134 1.068471 -0.19 -0.07 0.47 0.331

67
Properties=species:S:1:pos:R:3:forces:R:3:mulliken_spin:R:1 method="wB97M-V/def2-TZVPD" homo_ev="-6.063 / -5.974" charge=-1 orbital_gap_ev="7.753 / 5.651" spin_multiplicity=5
Pd 2.256404 -0.600169 -0.115615 -0.29 0.72 -0.33 0.604
C -4.188948 -3.490314 0.100934 0.04 0.01 -0.01 -0.001
C -3.223398 -2.346436 0.202163 0.01 -0.03 -0.03 0.124
C -3.395088 -1.186309 -0.556262 -0.02 -0.14 -0.11 -0.070
C -2.475578 -0.171165 -0.507089 0.05 0.13 -0.11 0.227
C -1.367511 -0.274070 0.356197 0.08 -0.08 -0.14 0.073
N -0.499427 0.737916 0.462424 -0.13 0.03 0.15 0.902
C -0.651913 2.031059 0.766033 0.15 0.18 -0.10 0.075
C -1.880199 2.462195 1.327980 0.03 -0.19 -0.01 0.231
C -2.073161 3.774124 1.675085 -0.04 0.07 0.01 -0.057
C -1.057149 4.711116 1.493923 0.02 0.02 -0.02 0.148
C -1.237707 6.149196 1.892182 0.01 -0.05 -0.02 -0.004
C 0.153644 4.286374 0.943214 -0.05 -0.01 0.06 -0.077
C 0.390274 2.974124 0.582509 0.07 -0.13 -0.03 0.051
C 1.710573 2.519676 -0.081408 0.15 0.16 -0.15 0.015
O 1.657759 1.266872 -0.578524 -0.36 -0.28 0.34 0.090
C 2.905584 2.714758 0.918284 -0.09 0.06 -0.15 0.001
F 2.886870 3.906462 1.564779 -0.07 -0.05 -0.12 0.000
F 2.868097 1.774521 1.854033 -0.05 -0.14 0.06 0.001
F 4.076306 2.646169 0.281584 -0.01 -0.04 0.02 0.001
C 1.943739 3.428943 -1.342794 -0.08 -0.05 0.09 0.017
F 2.342016 4.685205 -1.027069 -0.01 0.01 0.01 0.000
F 0.795567 3.548147 -2.034567 0.04 0.01 0.02 0.000
F 2.850655 2.918150 -2.157275 0.07 0.04 0.00 0.002
C -1.175445 -1.452363 1.112157 0.08 0.03 0.00 0.010
C -2.106885 -2.455732 1.037968 -0.09 -0.05 -0.09 -0.055
C 0.033219 -1.440852 2.037594 0.16 -0.02 0.21 0.101
O 1.008522 -0.596093 1.612013 0.03 0.14 -0.19 0.141
C -0.451086 -0.873543 3.423146 0.09 -0.03 -0.12 0.003
F 0.482412 -0.999451 4.367960 0.00 -0.01 0.01 0.001
F -0.732025 0.434560 3.305138 -0.02 -0.02 0.02 -0.001
F -1.573466 -1.462375 3.878805 0.02 -0.03 -0.01 0.000
C 0.596029 -2.879588 2.278898 -0.05 0.02 -0.06 0.013
F -0.170868 -3.585995 3.150519 0.06 0.05 -0.06 0.000
F 0.641295 -3.582689 1.148028 -0.02 0.03 0.04 0.001
F 1.823864 -2.827465 2.785994 -0.04 -0.02 0.04 0.000
H -5.048521 -3.233904 -0.517202 0.02 -0.01 0.01 0.000
H -4.543168 -3.784417 1.090949 0.00 -0.01 -0.02 0.009
H -3.694472 -4.358057 -0.343591 -0.01 0.04 0.01 0.013
H -4.238911 -1.107995 -1.230415 0.00 -0.01 0.01 0.005
H -2.568897 0.707642 -1.131607 0.01 -0.01 0.02 -0.012
H -2.655239 1.724143 1.486770 0.02 0.01 0.01 0.004
H -3.023603 4.080461 2.097042 0.03 0.00 0.00 0.003
H -2.276940 6.364235 2.140217 0.02 0.00 0.00 0.000
H -0.928117 6.816986 1.086364 -0.01 -0.01 0.02 0.009
H -0.624050 6.384591 2.765113 -0.01 0.00 -0.02 0.014
H 0.925376 5.025071 0.794597 0.08 0.01 -0.02 -0.001
H -1.975201 -3.362986 1.613566 0.00 0.04 0.01 0.004
O 4.908617 -0.304125 0.853900 0.12 0.10 -0.07 0.002
Cl 5.224130 -0.466633 -0.568341 0.12 -0.15 0.00 -0.005
O 5.450629 -1.876103 -0.855499 0.03 0.12 -0.04 0.014
O 3.938686 -0.053431 -1.314242 -0.24 -0.29 0.48 0.006
O 2.723749 -2.231437 0.130820 0.23 -0.31 0.03 1.343
F -1.971221 -2.888859 -3.087140 -0.03 0.03 0.12 0.000
C -0.933006 -2.204673 -3.613782 0.01 0.09 -0.02 0.003
F -0.803896 -2.645969 -4.883363 0.01 0.00 0.05 0.000
F -1.317484 -0.924406 -3.689349 -0.02 -0.04 0.07 0.000
C 0.372076 -2.350839 -2.737058 -0.04 0.17 0.00 -0.001
O 0.330748 -1.568417 -1.666834 0.01 -0.07 -0.04 0.041
C 1.577017 -1.994473 -3.687130 0.01 -0.01 0.08 -0.003
F 2.687379 -1.803525 -2.983659 0.02 -0.01 0.01 -0.003
F 1.857904 -2.943076 -4.609146 -0.05 0.04 0.00 0.000
F 1.326417 -0.855139 -4.360397 0.01 -0.07 0.03 0.000
C 0.499445 -3.862783 -2.342645 -0.04 0.06 0.07 -0.012
F 1.722664 -4.127701 -1.867318 0.01 -0.04 -0.06 0.000
F 0.266915 -4.723879 -3.359744 0.00 0.01 0.07 0.000
F -0.372034 -4.175274 -1.369830 -0.02 0.00 -0.04 -0.001

Sequential E output: -1562.76658, -476.34538, -7319.52849, -307.22248, -4188.23331 hartree